(1)
This record from the Open Molecules 2025 dataset describes C5H8O in the gas phase. The level of theory is ωB97M-V with the def2-TZVPD basis set.

Properties
structure (SMILES): C[C@H]1C[C@H]2O[C@@H]12
LUMO energy: 1.1609 eV
charge: 0
calculated total energy: -270.46760 Ha
Kohn-Sham gap: 10.79 eV
HOMO: -9.628 eV
energy relative to the best compared isomer or geometry (same formula, charge and spin): 2.457 eV

XYZ file:
```
14
Properties=species:S:1:pos:R:3:mulliken_charge:R:1
C -0.80 -0.20 -1.45 -1.418
C 0.24 -0.53 -0.39 0.217
C 1.02 0.72 0.12 -0.732
C 0.26 0.56 1.44 -0.340
O -1.18 0.31 1.28 -0.449
C -0.29 -0.74 1.04 -0.176
H -1.43 0.63 -1.11 0.320
H -1.45 -1.06 -1.63 0.348
H -0.32 0.09 -2.39 0.364
H 0.89 -1.36 -0.67 0.426
H 0.93 1.68 -0.40 0.302
H 2.11 0.49 0.20 0.257
H 0.41 1.09 2.36 0.464
H -0.37 -1.68 1.59 0.417
```

***

(2)
This record from the Open Molecules 2025 dataset describes a molecular structure, C28H56P2RuSi in a non-equilibrium geometry. The level of theory is ωB97M-V with the def2-TZVPD basis set.

Properties
spin multiplicity: 5
LUMO energy (spin up / spin down): -6.0909 / -8.1773 eV
charge: +2
calculated total energy: -2166.89541 Ha
Kohn-Sham gap (spin up / spin down): 6.99 / 6.18 eV
HOMO (spin up / spin down): -13.081 / -14.359 eV
expectation value of S²: 6.0465

XYZ file:
```
88
Properties=species:S:1:pos:R:3:lowdin_spin:R:1
Ru -0.17 -0.15 0.15 2.382
C -2.39 1.84 -0.28 0.226
C -3.00 0.99 -1.23 0.155
C -2.28 -0.36 0.53 0.074
C -2.04 1.06 0.88 0.242
C -2.98 -0.33 -0.76 0.331
C -2.25 3.31 -0.36 0.028
H -1.91 3.63 -1.35 0.004
H -1.50 3.67 0.37 0.001
H -3.19 3.84 -0.14 0.012
C -2.09 1.64 2.25 0.033
H -1.23 2.29 2.45 0.011
H -2.15 0.86 3.02 0.000
H -3.00 2.26 2.33 0.010
C -2.59 -1.41 1.55 0.014
H -3.68 -1.56 1.64 0.001
H -2.21 -1.14 2.53 0.001
H -2.14 -2.36 1.24 0.002
C -3.75 -1.47 -1.32 0.052
H -4.76 -1.14 -1.58 0.010
H -3.83 -2.28 -0.59 0.001
H -3.28 -1.88 -2.22 0.019
C -3.71 1.46 -2.46 0.016
H -4.72 1.82 -2.23 0.007
H -3.82 0.65 -3.19 0.002
H -3.17 2.29 -2.94 0.002
C 1.20 0.43 -2.06 0.030
C 0.13 1.23 -2.21 0.023
C -0.38 1.64 -3.56 0.006
C -1.10 0.52 -4.36 0.001
C -1.08 -0.83 -3.71 0.005
C 0.00 -1.60 -3.60 0.008
C 1.35 -1.16 -4.09 0.001
C 2.00 -0.04 -3.23 0.006
H 0.47 2.03 -4.14 0.000
H -0.65 0.49 -5.38 0.000
H -1.07 2.50 -3.45 0.000
H 2.20 0.83 -3.87 0.001
H 1.67 0.13 -1.10 0.017
H -0.38 1.74 -1.38 0.007
H 2.98 -0.38 -2.87 0.001
H 2.03 -2.03 -4.14 0.000
H -0.08 -2.64 -3.35 0.000
H 1.27 -0.80 -5.13 0.001
H -2.14 0.80 -4.54 0.000
H -2.08 -1.23 -3.50 0.001
P 1.51 1.95 0.67 0.086
C 1.19 3.03 2.11 0.010
H 2.12 3.57 2.33 0.003
H 0.90 2.47 3.00 0.001
H 0.41 3.75 1.86 0.000
C 3.20 1.28 0.89 0.017
H 3.83 2.02 1.38 0.003
H 3.62 1.05 -0.10 0.000
H 3.21 0.35 1.48 0.001
C 1.74 3.22 -0.63 0.014
H 2.12 2.76 -1.54 0.000
H 2.44 3.99 -0.28 0.003
H 0.77 3.68 -0.85 0.000
P 0.67 -2.42 0.08 0.062
C -0.64 -3.21 -0.91 0.027
H -0.19 -3.93 -1.60 0.004
H -1.19 -2.45 -1.48 0.005
H -1.34 -3.74 -0.25 0.000
C 2.25 -2.50 -0.82 0.020
H 2.11 -2.22 -1.87 0.000
H 2.67 -3.52 -0.77 0.003
H 2.98 -1.81 -0.37 0.001
C 0.87 -3.63 1.44 0.004
H 0.96 -4.63 0.99 0.001
H -0.02 -3.62 2.08 0.000
H 1.76 -3.42 2.04 0.000
C 3.18 -1.73 3.16 0.003
Si 1.69 -0.66 3.57 0.005
C 0.76 -1.51 5.00 -0.004
C 2.36 0.92 4.37 0.002
C 0.30 -0.37 2.24 -0.025
H 4.04 -1.31 3.71 0.000
H 3.44 -1.77 2.09 0.000
H 3.01 -2.74 3.54 0.000
H 1.50 -1.72 5.80 -0.001
H -0.01 -0.85 5.42 0.000
H 0.30 -2.46 4.70 0.000
H 2.94 1.56 3.69 0.000
H 1.58 1.51 4.86 0.000
H 3.05 0.58 5.17 0.000
H -0.42 -1.18 2.53 0.014
H -0.14 0.55 2.67 -0.002
```

***

(3)
This record from the Open Molecules 2025 dataset describes a molecular structure, C29H40AlN2O6Si. The level of theory is ωB97M-V with the def2-TZVPD basis set.

Properties
LUMO energy: -4.2023 eV
charge: +1
calculated total energy: -2222.11780 Ha
Kohn-Sham gap: 6.81 eV
HOMO: -11.011 eV
energy relative to the best compared isomer or geometry (same formula, charge and spin): 0.000 eV

XYZ file:
```
79
Properties=species:S:1:pos:R:3:mulliken_charge:R:1
Al 0.72 0.57 -0.22 -1.107
C -1.42 -1.33 0.68 -1.092
O -0.06 -1.19 0.20 0.174
C 0.41 -2.17 -0.70 0.513
C -0.20 -3.38 -0.93 -0.696
C 0.40 -4.25 -1.83 -0.753
C 1.58 -3.91 -2.48 -0.822
C 2.19 -2.69 -2.23 -0.468
C 1.59 -1.82 -1.35 0.521
N 2.05 -0.54 -0.96 0.889
N 3.31 -0.32 -1.00 -0.606
C 3.82 0.78 -0.41 -0.006
C 3.11 1.59 0.52 1.246
O 1.84 1.40 0.82 -0.453
C 3.79 2.62 1.20 -1.055
C 5.10 2.87 0.93 -0.860
C 5.86 2.09 0.00 0.806
C 7.21 2.38 -0.25 -1.002
C 7.93 1.62 -1.14 -0.585
C 7.29 0.56 -1.81 -0.776
C 5.97 0.27 -1.58 -0.691
C 5.23 1.03 -0.67 1.178
H -1.46 -2.19 1.36 0.452
H -2.09 -1.46 -0.17 0.426
H -1.66 -0.41 1.20 0.301
H -1.12 -3.66 -0.42 0.514
H -0.07 -5.21 -2.03 0.438
H 2.03 -4.61 -3.17 0.432
H 3.11 -2.41 -2.72 0.478
H 3.23 3.20 1.91 0.541
H 5.61 3.68 1.45 0.420
H 7.68 3.20 0.28 0.428
H 8.97 1.84 -1.33 0.413
H 7.86 -0.03 -2.51 0.427
H 5.50 -0.54 -2.11 0.499
C 2.01 1.15 -3.97 -1.333
C 1.70 2.44 -3.23 1.307
C 0.89 3.38 -4.11 -1.534
C 2.96 3.14 -2.76 -1.334
O 0.93 2.06 -2.03 1.513
Si -0.73 2.19 -1.85 -0.971
O -0.80 1.29 -0.49 0.475
O -1.37 3.67 -1.70 0.003
C -1.19 4.75 -0.74 1.894
C -0.94 4.19 0.65 -1.422
C -0.01 5.60 -1.19 -1.516
C -2.48 5.54 -0.79 -1.808
O -1.43 1.46 -3.12 -0.071
C -2.81 1.42 -3.54 1.652
C -3.71 1.27 -2.32 -1.215
C -3.13 2.71 -4.29 -1.527
C -2.93 0.21 -4.45 -1.690
H 2.57 1.37 -4.89 0.518
H 1.09 0.64 -4.25 0.099
H 2.62 0.48 -3.36 0.123
H 1.50 3.68 -4.96 0.578
H 0.60 4.28 -3.57 0.214
H -0.01 2.90 -4.49 0.310
H 3.55 3.45 -3.63 0.535
H 3.58 2.50 -2.14 0.039
H 2.71 4.04 -2.19 0.186
H 0.01 3.65 0.70 0.088
H -1.74 3.52 0.96 0.270
H -0.89 5.02 1.36 0.547
H 0.91 5.02 -1.19 0.069
H 0.11 6.45 -0.51 0.532
H -0.18 5.99 -2.19 0.341
H -3.32 4.91 -0.49 0.396
H -2.66 5.91 -1.80 0.359
H -2.43 6.40 -0.11 0.456
H -3.61 2.13 -1.65 0.064
H -3.45 0.37 -1.77 0.120
H -4.75 1.20 -2.62 0.564
H -3.00 3.58 -3.65 0.066
H -4.16 2.68 -4.65 0.551
H -2.47 2.80 -5.16 0.332
H -2.67 -0.70 -3.91 0.323
H -2.25 0.32 -5.30 0.338
H -3.94 0.12 -4.83 0.434
```

***

(4)
This record from the Open Molecules 2025 dataset describes 2 unconnected molecules or ions with the total composition CHIOS2 in a non-equilibrium geometry. The level of theory is ωB97M-V with the def2-TZVPD basis set.

Properties
LUMO energy: -1.4018 eV
charge: 0
calculated total energy: -1207.86224 Ha
Kohn-Sham gap: 7.86 eV
HOMO: -9.267 eV
energy relative to the best compared isomer or geometry (same formula, charge and spin): 4.043 eV

XYZ file:
```
6
Properties=species:S:1:pos:R:3:mulliken_charge:R:1
C -1.32 0.01 0.62 -0.229
O 1.15 -1.37 -0.06 -0.636
S -1.72 0.64 -0.89 0.088
S -0.73 1.62 0.75 0.031
I 2.31 0.03 -0.70 0.224
H 0.32 -0.93 0.28 0.521
```